No. 1
Computed, not measured: one molecule with the formula BrH2NOS at a distorted geometry, with the ωB97M-V functional and the def2-TZVPD basis.

Structure (XYZ):
```
6
Properties=species:S:1:pos:R:3:forces:R:3:lowdin_charge:R:1
N 0.8852 -0.1175 -1.0455 -2.04 2.66 3.46 -0.275
S -0.3407 0.9856 -0.5311 1.81 -5.04 -0.19 0.289
O -0.9894 1.5044 -1.6756 -0.57 0.92 -0.80 -0.473
Br 0.2984 2.6326 0.8412 -0.08 -0.37 -0.07 0.331
H 1.5743 -0.3731 -0.2354 -1.76 0.79 -1.41 0.017
H -1.5818 0.3953 0.2816 2.65 1.04 -0.98 0.112
```
Positions in Å, forces in eV/Å.

calculated total energy = -3103.2617 a.u.
relative energy (zero: lowest compared OMol25 entry of this formula, charge and spin) = 2.9921 eV
SMILES string = N=[S@H](=O)Br
2S+1 = 1
orbital gap = 8.44 eV
net charge = 0
F_max = 5.36 eV/Å

No. 2
Computed, not measured: one molecule with the formula C4H7NO, with the ωB97M-V functional and the def2-TZVPD basis.

Structure (XYZ):
```
13
Properties=species:S:1:pos:R:3:forces:R:3:lowdin_charge:R:1
C -1.4303 0.3050 1.1730 -0.05 0.05 0.05 -0.091
C -0.6803 -0.7114 0.3050 0.01 -0.11 0.10 -0.289
N -0.4612 -0.0999 -0.9967 0.38 0.11 -0.08 0.038
C 0.6775 0.2797 -1.4030 -0.24 -0.02 -0.05 -0.124
C 2.0207 0.1478 -0.7462 0.25 0.13 -0.07 -0.229
O 2.9865 0.6991 -1.2221 -0.37 -0.25 0.22 0.054
H -2.0948 -0.1874 1.8868 0.14 0.03 -0.03 0.069
H -2.0354 0.9463 0.5262 0.01 -0.11 0.12 0.073
H -0.7376 0.9447 1.7284 -0.07 -0.07 -0.12 0.071
H 0.2276 -1.0620 0.8147 -0.14 0.07 -0.11 0.090
H -1.3135 -1.5882 0.1331 0.07 0.15 -0.01 0.111
H 0.7304 0.7956 -2.3659 0.02 -0.09 0.08 0.115
H 2.1104 -0.4692 0.1667 0.01 0.10 -0.09 0.112
```
Positions in Å, forces in eV/Å.

calculated total energy = -286.5617 a.u.
relative energy (zero: lowest compared OMol25 entry of this formula, charge and spin) = 1.9045 eV
SMILES string = CC/N=C\C=O
2S+1 = 1
orbital gap = 9.39 eV
net charge = 0
F_max = 0.50 eV/Å

No. 3
Computed, not measured: C23H75N2O16P2S as an isolated structure at a distorted geometry, with the ωB97M-V functional and the def2-TZVPD basis.

Structure (XYZ):
```
119
Properties=species:S:1:pos:R:3:forces:R:3:lowdin_charge:R:1
C 3.4978 -1.2346 1.6351 -0.62 -0.07 0.56 -0.131
C 2.2531 -0.6611 2.3310 -0.41 0.04 -0.19 -0.438
P 2.2820 1.1967 2.3812 0.62 0.20 1.09 0.919
C 3.0291 1.8846 0.8484 0.09 -0.07 -0.28 -0.455
C 4.5022 2.2538 1.0571 0.07 0.16 0.11 -0.135
P 0.1661 1.7199 2.2983 0.37 0.22 -0.72 0.739
C -0.8092 0.9096 1.0101 -0.76 0.53 0.21 -0.300
C -2.2134 1.5747 0.7547 1.42 -0.47 0.34 -0.076
N -0.4837 1.3740 3.8382 -0.20 -0.59 -1.03 0.022
C -0.6520 0.1698 4.0686 0.69 0.36 0.59 -0.359
O -0.7056 -0.9371 4.3660 -0.45 -0.06 -0.06 0.249
N 0.0891 3.3919 2.1436 0.20 -0.84 0.48 -0.072
C 0.7827 3.9919 2.9782 0.20 0.25 0.22 -0.875
S 1.6674 4.6800 4.0341 -0.42 0.03 -0.42 0.895
H 3.6006 -0.8078 0.6419 0.37 -0.23 -0.03 0.039
H 4.3707 -1.0786 2.2701 0.14 0.24 -0.26 0.083
H 3.3552 -2.3146 1.5798 0.08 0.03 -0.31 0.077
H 2.2146 -1.0267 3.3590 -0.03 0.19 0.04 0.071
H 1.3301 -1.0006 1.8505 0.19 -0.17 -0.18 0.054
H 2.4822 2.7992 0.6153 -0.15 -0.12 -0.07 0.055
H 2.9383 1.2132 -0.0035 -0.23 0.08 -0.02 0.065
H 4.8752 2.8050 0.1921 -0.15 -0.08 -0.08 0.083
H 4.6199 2.9207 1.9133 0.08 -0.18 0.09 0.070
H 5.1519 1.3856 1.1664 -0.08 0.00 0.19 0.057
H -0.9389 -0.1299 1.3268 0.18 -0.01 0.00 0.085
H -0.1905 0.8981 0.1118 0.17 0.12 0.11 0.075
H -2.3601 1.5987 -0.3206 -0.41 0.07 0.07 0.057
H -2.1737 2.5816 1.1654 -0.45 0.08 -0.17 0.043
H -2.9507 0.9543 1.2546 -0.32 0.29 -0.14 0.082
C -5.0875 1.4620 -2.4632 0.14 -0.17 -0.06 -0.127
O -3.9082 0.7549 -2.0655 0.13 0.12 -0.07 -0.145
H -5.3832 2.1250 -1.6529 0.08 -0.02 0.05 0.074
H -4.8850 2.0543 -3.3606 -0.18 0.04 -0.02 0.077
H -5.8951 0.7566 -2.6662 -0.09 0.12 -0.04 0.082
H -3.6652 0.1753 -2.7971 0.05 -0.01 0.02 0.066
C 1.5407 3.5814 -2.2536 -0.31 -0.08 -0.04 -0.121
O 1.3493 2.3694 -1.5170 -0.13 -0.08 0.01 -0.160
H 2.4922 4.0262 -1.9717 0.03 -0.14 0.12 0.081
H 1.5560 3.3684 -3.3236 0.02 0.14 -0.03 0.084
H 0.7306 4.2751 -2.0218 0.07 0.12 -0.14 0.077
H 0.5037 2.0101 -1.8052 -0.01 0.09 -0.12 0.057
C 5.1461 -2.4526 -1.9206 -0.23 0.00 0.08 -0.136
O 4.3034 -1.3382 -1.6150 0.05 0.13 0.02 -0.144
H 6.1797 -2.1481 -1.7837 -0.01 0.05 -0.03 0.066
H 4.9233 -3.2845 -1.2484 0.09 -0.08 -0.08 0.071
H 5.0027 -2.7642 -2.9565 0.13 -0.09 0.01 0.081
H 3.3959 -1.6280 -1.7417 0.00 -0.01 0.01 0.062
C -0.8574 0.2615 -4.4978 -0.14 -0.25 -0.22 -0.148
O -2.0363 -0.2503 -5.1118 0.08 0.09 0.23 -0.134
H -1.1484 1.0555 -3.8107 -0.04 0.03 -0.05 0.055
H -0.3519 -0.5325 -3.9388 0.14 0.12 0.04 0.077
H -0.1840 0.6681 -5.2558 0.12 0.07 0.14 0.085
H -1.7610 -0.9520 -5.7130 -0.29 -0.05 -0.09 0.068
C -4.5928 -1.9292 -6.5755 0.09 -0.16 -0.09 -0.152
O -3.3679 -2.4783 -7.0603 0.03 0.15 0.13 -0.129
H -4.3583 -0.9698 -6.1216 0.02 0.00 0.00 0.061
H -5.3026 -1.7743 -7.3909 -0.04 0.02 0.04 0.079
H -5.0374 -2.5838 -5.8215 -0.08 0.07 0.01 0.078
H -3.5619 -3.3274 -7.4654 0.06 0.00 -0.03 0.075
C -4.7680 4.6330 1.3058 -0.36 -0.29 0.06 -0.153
O -5.7831 3.8413 0.7051 0.24 -0.01 -0.10 -0.128
H -4.3150 5.2533 0.5361 -0.01 -0.01 -0.02 0.081
H -5.1994 5.2744 2.0795 0.18 0.09 0.03 0.080
H -4.0023 3.9887 1.7509 0.13 0.18 0.04 0.045
H -6.1750 3.3005 1.4011 -0.29 -0.03 0.02 0.035
C 7.2638 -5.6651 -1.5851 0.26 -0.05 -0.16 -0.148
O 7.6189 -4.6023 -2.4718 -0.15 0.05 0.07 -0.137
H 6.4110 -5.3378 -0.9943 0.00 0.06 -0.02 0.068
H 6.9878 -6.5533 -2.1530 -0.07 -0.04 0.10 0.061
H 8.0950 -5.8979 -0.9143 -0.07 -0.02 0.08 0.078
H 8.3719 -4.8997 -2.9897 0.00 0.03 -0.02 0.077
C 1.0812 -4.6668 0.4855 -0.11 0.16 -0.32 -0.148
O 1.9146 -4.1561 -0.5594 0.12 0.16 0.13 -0.140
H 1.7204 -5.0304 1.2863 0.08 0.03 -0.05 0.081
H 0.4358 -3.8720 0.8737 -0.03 -0.09 0.13 0.071
H 0.4668 -5.4893 0.1238 -0.04 -0.04 0.14 0.058
H 1.3331 -3.8426 -1.2569 0.02 -0.10 -0.07 0.068
C -3.4069 3.8404 5.0476 0.24 -0.22 -0.12 -0.137
O -2.0126 4.1242 4.9720 0.06 0.05 -0.02 -0.140
H -3.9267 4.7469 5.3473 0.02 0.02 -0.03 0.072
H -3.7768 3.5250 4.0686 -0.21 0.00 0.08 0.061
H -3.5963 3.0549 5.7842 -0.15 0.03 0.00 0.083
H -1.5731 3.3091 4.7087 0.02 0.05 0.11 0.016
C -2.2006 4.5257 -3.9867 -0.09 -0.17 0.05 -0.139
O -2.0341 3.5988 -2.9134 0.09 -0.06 -0.04 -0.148
H -1.3872 5.2451 -3.9362 0.01 -0.01 0.03 0.076
H -2.1650 4.0134 -4.9512 0.02 0.08 -0.04 0.080
H -3.1513 5.0552 -3.8958 0.03 0.07 -0.04 0.080
H -2.7596 2.9681 -2.9684 0.01 -0.08 0.17 0.036
C -8.1346 3.3068 3.8627 -0.07 -0.14 -0.10 -0.132
O -7.5240 2.4800 2.8700 0.16 0.08 0.04 -0.137
H -7.4493 4.1210 4.0840 0.03 -0.01 -0.03 0.077
H -9.0739 3.7235 3.4952 0.01 0.06 0.06 0.083
H -8.3207 2.7393 4.7767 0.00 0.06 0.04 0.079
H -8.1297 1.7610 2.6716 0.03 -0.01 -0.07 0.082
C 4.5298 -7.1419 -4.4374 0.14 0.19 -0.05 -0.150
O 5.8964 -6.7679 -4.3053 -0.11 -0.09 -0.06 -0.135
H 4.4262 -8.1562 -4.0604 0.04 -0.01 0.01 0.079
H 3.8854 -6.4784 -3.8533 -0.07 -0.06 0.00 0.072
H 4.2177 -7.1199 -5.4846 -0.08 -0.05 0.02 0.076
H 5.9884 -5.8698 -4.6359 0.09 0.02 0.07 0.072
C -1.4308 -8.4512 0.4987 0.15 0.00 0.15 -0.147
O -0.6013 -7.4352 1.0611 -0.09 -0.06 -0.06 -0.140
H -2.1042 -7.9740 -0.2085 0.01 0.04 0.01 0.077
H -0.8307 -9.1958 -0.0289 -0.07 -0.03 -0.04 0.078
H -2.0213 -8.9447 1.2735 -0.05 -0.03 -0.06 0.077
H -0.0072 -7.8603 1.6857 0.02 0.04 0.01 0.077
C 8.5955 -1.2082 0.3627 -0.34 0.04 -0.02 -0.149
O 7.7454 -0.0992 0.6547 0.06 0.01 0.06 -0.133
H 9.6258 -0.9006 0.5182 -0.03 0.10 0.03 0.080
H 8.3694 -2.0435 1.0304 0.12 -0.09 -0.07 0.077
H 8.4696 -1.5192 -0.6771 0.11 -0.12 0.02 0.069
H 6.8401 -0.3886 0.5099 0.00 0.02 -0.07 0.046
C -4.8324 5.4471 8.7050 0.16 0.03 -0.17 -0.158
O -4.5462 6.3605 7.6510 -0.08 -0.09 0.01 -0.128
H -5.7097 5.8142 9.2308 -0.01 0.03 -0.02 0.079
H -5.0467 4.4490 8.3114 -0.04 -0.03 0.09 0.070
H -3.9974 5.3866 9.4073 -0.06 -0.05 0.07 0.078
H -3.7668 6.0375 7.1907 0.06 0.10 0.03 0.052
```
Positions in Å, forces in eV/Å.

calculated total energy = -3315.0900 a.u.
2S+1 = 1
orbital gap = 8.69 eV
net charge = +1
F_max = 1.54 eV/Å

No. 4
Computed, not measured: one molecule with the formula C4H5NO, with the ωB97M-V functional and the def2-TZVPD basis.

Structure (XYZ):
```
11
Properties=species:S:1:pos:R:3:forces:R:3:lowdin_charge:R:1
O -0.0052 -1.1405 -0.8535 0.02 -0.07 0.07 -0.007
C 0.8520 -1.2089 0.1594 0.13 0.12 0.15 -0.189
N 0.6723 -0.3295 1.1178 0.12 -0.09 -0.26 -0.020
C -0.4233 0.5045 1.0246 -0.09 0.05 0.11 -0.071
C -0.4336 0.1674 -1.1692 -0.26 0.47 -0.32 -0.270
C -0.8451 0.8762 -2.0701 0.11 -0.22 0.29 0.100
H 1.7191 -1.8468 0.0811 -0.09 0.07 0.03 0.137
H 1.4484 -0.1207 1.7375 -0.15 -0.11 -0.05 0.159
H -1.3824 0.0021 0.9834 0.13 0.05 0.02 0.076
H -0.3630 1.4050 1.6238 -0.01 -0.12 -0.09 0.065
H -1.2393 1.6913 -2.6348 0.09 -0.15 0.05 0.018
```
Positions in Å, forces in eV/Å.

calculated total energy = -285.1957 a.u.
relative energy (zero: lowest compared OMol25 entry of this formula, charge and spin) = 5.9549 eV
2S+1 = 1
orbital gap (alpha / beta) = 7.49 / 7.49 eV
net charge = 0
F_max = 0.62 eV/Å